Entry 1:
A structure of composition C19H30N6O4PSV. Source: the Open Molecules 2025 dataset; level of theory: ωB97M-V/def2-TZVPD.

Each line ends with the natural charge from an NBO analysis.
CARTESIAN COORDINATES (ANGSTROEM)
V (0.108, 0.485, -0.403)  1.08
O (3.566, -1.317, 0.635)  -0.62
C (2.498, -0.957, 0.161)  0.63
N (1.877, 0.231, 0.351)  -0.76
C (2.637, 1.398, 0.709)  -0.27
C (2.169, 2.538, -0.172)  0.23
C (2.794, 3.775, -0.178)  -0.24
C (2.328, 4.772, -1.016)  -0.14
C (1.231, 4.506, -1.823)  -0.25
C (0.650, 3.255, -1.750)  0.05
N (1.101, 2.285, -0.949)  -0.51
C (1.752, -1.798, -0.841)  0.10
C (2.170, -3.086, -1.122)  -0.19
C (1.547, -3.793, -2.132)  -0.16
C (0.525, -3.159, -2.828)  -0.23
C (0.160, -1.876, -2.476)  0.02
N (0.749, -1.181, -1.495)  -0.49
H (3.712, 1.232, 0.574)  0.24
H (2.505, 1.688, 1.761)  0.20
H (3.648, 3.940, 0.466)  0.23
H (2.812, 5.738, -1.043)  0.23
H (0.826, 5.246, -2.496)  0.23
H (-0.223, 3.005, -2.340)  0.20
H (2.994, -3.486, -0.549)  0.25
H (1.844, -4.801, -2.383)  0.23
H (0.006, -3.650, -3.639)  0.23
H (-0.641, -1.374, -2.999)  0.19
N (0.304, -0.270, 2.897)  -0.62
N (-0.791, -1.097, 3.219)  -0.42
C (-1.523, -1.680, 2.265)  0.33
N (-2.524, -2.476, 2.678)  -0.77
S (-1.205, -1.545, 0.608)  -0.20
H (1.060, -0.833, 2.508)  0.39
H (0.626, 0.146, 3.764)  0.37
H (-0.891, -1.398, 4.178)  0.39
H (-2.604, -2.786, 3.633)  0.40
H (-3.010, -3.004, 1.974)  0.43
C (-4.977, 3.705, 1.506)  -0.64
C (-4.793, 3.119, 0.130)  -0.07
O (-3.384, 2.920, -0.155)  -0.83
P (-2.738, 1.483, 0.146)  1.67
O (-1.262, 1.968, 0.699)  -0.85
C (-1.153, 2.602, 1.996)  -0.06
C (-0.931, 4.084, 1.822)  -0.63
O (-1.910, 1.134, -1.298)  -0.85
C (-2.659, 0.455, -2.341)  -0.06
C (-3.756, 1.325, -2.909)  -0.64
H (-6.036, 3.883, 1.695)  0.23
H (-4.454, 4.656, 1.600)  0.22
H (-4.611, 3.026, 2.277)  0.21
H (-5.145, 3.792, -0.651)  0.20
H (-5.322, 2.168, 0.021)  0.18
H (-0.314, 2.109, 2.485)  0.21
H (-2.054, 2.374, 2.575)  0.18
H (-0.035, 4.265, 1.228)  0.22
H (-0.789, 4.552, 2.798)  0.22
H (-1.777, 4.557, 1.328)  0.22
H (-3.038, -0.485, -1.929)  0.20
H (-1.917, 0.219, -3.102)  0.19
H (-4.606, 1.410, -2.232)  0.21
H (-4.119, 0.891, -3.841)  0.24
H (-3.381, 2.326, -3.121)  0.23

For the total energy, the calculation gives -3054.9452 a.u. For the HOMO energy (spin up / spin down), the calculation gives -9.1 / -8.4 eV. As for the total charge: +1. The energy relative to the best compared isomer or geometry (same formula, charge and spin) is 0.098 eV. As for the largest force on an atom: 1.06 eV/Å. Its spin multiplicity is 2. The calculation puts the frontier orbital gap (spin up / spin down) at 7.08 / 6.33 eV.

=====

Entry 2:
A structure of composition C19H31BCl2F5O9Pt. Source: the Open Molecules 2025 dataset; level of theory: ωB97M-V/def2-TZVPD.

Each line ends with the natural charge from an NBO analysis.
CARTESIAN COORDINATES (ANGSTROEM)
Pt (-2.121, -2.480, 1.187)  0.98
B (1.882, -2.096, 2.244)  1.32
F (2.455, -2.630, 1.056)  -0.58
F (0.972, -3.011, 2.769)  -0.59
F (2.767, -1.686, 3.161)  -0.55
F (1.058, -1.130, 1.871)  -0.58
C (7.608, -1.381, 0.429)  -0.36
Cl (8.917, -1.852, 1.517)  -0.03
Cl (8.283, -0.392, -0.971)  -0.08
H (7.202, -2.312, 0.036)  0.24
H (6.974, -0.750, 1.052)  0.23
C (2.922, -7.091, -4.410)  -0.63
C (1.574, -7.537, -3.972)  -0.08
O (0.986, -6.441, -3.258)  -0.51
C (0.175, -6.724, -2.135)  1.01
O (-0.423, -5.860, -1.502)  -0.63
O (0.042, -8.053, -1.912)  -0.53
C (-0.713, -8.578, -0.833)  -0.26
H (3.641, -7.005, -3.596)  0.21
H (2.820, -6.089, -4.826)  0.22
H (3.402, -7.747, -5.136)  0.22
H (1.677, -8.479, -3.434)  0.20
H (0.965, -7.859, -4.817)  0.18
H (-0.386, -9.591, -0.598)  0.21
H (-1.772, -8.531, -1.087)  0.19
H (-0.718, -8.004, 0.093)  0.20
C (-6.890, 1.272, 2.825)  -0.64
C (-6.374, 0.241, 3.857)  -0.07
O (-5.415, 0.824, 4.697)  -0.49
C (-4.145, 1.065, 4.240)  1.00
O (-3.653, 0.639, 3.141)  -0.70
O (-3.479, 1.847, 5.064)  -0.48
C (-2.114, 2.016, 5.070)  -0.26
H (-7.254, 2.111, 3.418)  0.22
H (-7.580, 0.724, 2.184)  0.22
H (-6.075, 1.601, 2.181)  0.22
H (-5.913, -0.618, 3.369)  0.17
H (-7.181, -0.322, 4.325)  0.21
H (-2.105, 1.822, 6.142)  0.21
H (-1.726, 3.020, 4.900)  0.19
H (-1.491, 1.341, 4.481)  0.21
C (-3.674, 5.026, -2.556)  -0.63
C (-2.854, 3.798, -2.196)  -0.06
O (-2.190, 3.062, -3.217)  -0.50
C (-1.652, 1.871, -2.982)  0.99
O (-1.781, 1.168, -2.008)  -0.66
O (-0.844, 1.636, -3.967)  -0.48
C (-0.181, 0.436, -4.070)  -0.26
H (-4.428, 4.872, -3.328)  0.23
H (-2.983, 5.819, -2.842)  0.20
H (-4.275, 5.370, -1.715)  0.23
H (-3.612, 3.161, -1.738)  0.18
H (-2.125, 4.009, -1.415)  0.17
H (0.244, 0.132, -3.113)  0.19
H (0.701, 0.558, -4.699)  0.20
H (-0.877, -0.354, -4.354)  0.19
F (2.622, 8.013, -0.979)  -0.23
C (3.172, 7.133, -0.086)  0.59
C (2.864, 5.737, -0.179)  -0.15
C (3.145, 4.876, 0.881)  -0.21
C (3.823, 5.409, 1.978)  0.03
C (4.143, 6.745, 2.081)  -0.11
C (3.769, 7.616, 1.053)  -0.26
H (2.577, 5.255, -1.101)  0.27
H (2.875, 3.831, 0.873)  0.28
H (4.152, 4.775, 2.788)  0.25
H (4.557, 7.110, 3.010)  0.26
H (4.035, 8.663, 1.060)  0.28

For the total energy, the calculation gives -2983.2015 a.u. For the HOMO energy (spin up / spin down), the calculation gives -12.0 / -12.0 eV. As for the total charge: +1. As for the largest force on an atom: 5.00 eV/Å. Its spin multiplicity is 3. The calculation puts the frontier orbital gap (spin up / spin down) at 6.19 / 3.20 eV.

=====

Entry 3:
A structure of composition C19H31BrFKNO3. Source: the Open Molecules 2025 dataset; level of theory: ωB97M-V/def2-TZVPD.

Each line ends with the natural charge from an NBO analysis.
CARTESIAN COORDINATES (ANGSTROEM)
Br (5.352, 0.428, 2.783)  -0.05
C (5.885, 0.769, 0.849)  -0.44
C (6.516, 2.279, 0.683)  -0.43
C (5.364, 3.482, 0.829)  -0.47
C (4.313, 3.203, -0.442)  0.35
N (4.809, 3.671, -1.807)  -0.55
C (3.979, 3.448, -3.053)  0.11
C (2.521, 2.679, -3.001)  -0.29
C (1.941, 2.165, -1.523)  0.02
C (0.513, 1.375, -1.319)  -0.24
C (0.058, 0.889, 0.189)  -0.20
C (0.949, 1.158, 1.540)  -0.26
C (2.399, 1.950, 1.334)  -0.16
C (2.878, 2.431, -0.178)  -0.14
H (6.674, -0.087, 0.585)  0.25
H (4.950, 0.554, 0.164)  0.24
H (6.880, 2.358, -0.450)  0.23
H (7.465, 2.484, 1.338)  0.25
H (5.822, 4.560, 0.755)  0.26
H (4.818, 3.386, 1.880)  0.25
H (5.757, 4.149, -1.890)  0.50
H (4.448, 3.832, -4.075)  0.38
H (1.917, 2.493, -3.997)  0.26
H (-0.126, 1.166, -2.279)  0.25
H (-0.970, 0.303, 0.311)  0.23
H (0.638, 0.817, 2.637)  0.25
H (3.011, 2.145, 2.321)  0.26
C (-0.259, -2.296, 3.913)  -0.63
C (-1.406, -2.439, 2.925)  0.09
C (-0.917, -2.952, 1.580)  -0.63
O (-2.037, -1.174, 2.747)  -0.73
H (0.484, -1.577, 3.550)  0.19
H (-0.624, -1.914, 4.873)  0.22
H (0.237, -3.256, 4.084)  0.22
H (-2.157, -3.126, 3.330)  0.18
H (-0.197, -2.257, 1.133)  0.20
H (-1.751, -3.039, 0.875)  0.21
H (-0.440, -3.932, 1.680)  0.22
H (-1.377, -0.558, 2.388)  0.46
C (-7.153, -2.231, -1.981)  -0.26
O (-6.435, -1.094, -1.517)  -0.58
C (-5.949, -1.266, -0.183)  -0.10
C (-4.465, -1.648, -0.172)  -0.10
O (-4.254, -2.935, -0.758)  -0.55
C (-3.796, -2.848, -2.104)  -0.26
H (-7.256, -2.153, -3.067)  0.13
H (-6.638, -3.166, -1.751)  0.24
H (-8.151, -2.241, -1.533)  0.15
H (-6.551, -2.006, 0.360)  0.19
H (-6.066, -0.302, 0.326)  0.20
H (-4.127, -1.710, 0.868)  0.22
H (-3.858, -0.886, -0.676)  0.18
H (-2.733, -2.589, -2.112)  0.18
H (-4.357, -2.111, -2.683)  0.16
H (-3.923, -3.826, -2.574)  0.20
F (6.049, 4.139, -4.359)  -0.89
K (-8.651, -0.693, -3.346)  0.99

For the total energy, the calculation gives -4296.0546 a.u. For the HOMO energy, the calculation gives -9.4 eV. As for the total charge: +1. As for the largest force on an atom: 5.62 eV/Å. The calculation puts the frontier orbital gap at 5.32 eV.